The following is a DFT calculation (ωB97M-V/def2-TZVPD) of a structure of composition C58H48AsNO7P2SZr.

```
119
Properties=species:S:1:pos:R:3:forces:R:3:lowdin_charge:R:1
Zr 0.154042 0.080576 0.463467 -0.7 1.2 -1.3 1.286
O 0.375401 -2.375385 3.869501 -0.2 0.2 0.1 0.137
C 0.621733 -1.359234 3.014061 -0.2 0.0 -0.2 -0.582
O -0.278115 -1.135476 2.060241 0.2 -0.4 0.6 -0.269
C 2.019033 -1.499779 2.454261 0.1 0.0 0.0 -0.125
C 3.074579 -2.216253 3.001465 -0.2 -0.1 0.2 0.070
C 4.303247 -2.118154 2.390345 0.3 0.1 -0.3 0.024
C 4.466442 -1.267345 1.283796 0.4 -0.4 0.4 0.048
C 3.362549 -0.612025 0.825324 -0.1 0.7 -0.7 -0.161
N 2.158198 -0.765004 1.369185 0.0 -0.4 0.2 0.088
C 3.266213 0.414125 -0.278608 0.1 -0.6 0.4 -0.434
O 4.311413 0.855093 -0.916435 0.1 0.1 -0.1 0.229
O 2.153043 0.840879 -0.536972 0.0 0.2 -0.1 -0.129
H -0.525546 -2.273861 4.214281 0.1 -0.1 0.0 0.155
H 2.913939 -2.824234 3.882125 0.0 0.0 0.0 0.146
H 5.152183 -2.670297 2.773289 0.0 0.0 0.0 0.134
H 5.442588 -1.149144 0.827412 0.0 0.0 0.0 0.132
H 5.137050 0.447089 -0.616343 0.0 0.0 0.0 0.143
S -2.277239 0.641816 0.409062 0.2 -0.4 -0.1 0.625
C -3.136238 -0.822187 0.973810 -0.1 0.2 0.0 -0.628
C -4.286047 -0.629861 1.737948 -0.1 0.0 0.0 -0.104
C -5.069204 -1.710902 2.112910 0.0 0.0 0.0 -0.057
C -4.731947 -2.996912 1.707569 0.0 0.0 0.0 -0.058
C -3.587645 -3.196975 0.952766 -0.1 0.1 0.1 -0.111
C -2.775373 -2.118328 0.613808 0.1 0.0 -0.1 -0.419
As -1.157342 -2.348397 -0.399890 0.4 -0.4 0.7 1.301
C -0.117602 -3.696344 0.568632 0.0 0.0 -0.1 -0.358
C -0.578967 -4.449487 1.641062 0.1 0.0 0.1 -0.084
C 0.249792 -5.386426 2.248310 0.0 0.0 0.0 -0.056
C 1.549494 -5.583442 1.795901 -0.1 0.1 0.0 -0.068
C 2.020528 -4.832472 0.727185 -0.1 0.0 0.0 -0.077
C 1.188624 -3.893133 0.126885 0.0 -0.3 0.1 -0.150
C -1.810671 -3.395515 -1.876664 0.0 0.1 -0.1 -0.373
C -1.052170 -4.391613 -2.480815 -0.2 0.0 -0.2 -0.093
C -1.620113 -5.164298 -3.487309 0.0 0.0 0.0 -0.064
C -2.937247 -4.950666 -3.875579 0.1 0.0 0.0 -0.066
C -3.683804 -3.951479 -3.269134 0.0 0.1 -0.1 -0.064
C -3.118182 -3.160598 -2.279228 -0.1 -0.1 -0.2 -0.113
H -4.576901 0.375839 2.015543 0.0 0.0 0.0 0.105
H -5.963498 -1.545380 2.701216 0.0 0.0 0.0 0.115
H -5.364265 -3.835905 1.966518 0.0 0.0 0.0 0.114
H -3.347239 -4.193099 0.603448 0.1 0.0 0.0 0.115
H -1.575911 -4.298473 2.031884 0.0 0.0 0.0 0.096
H -0.123312 -5.969613 3.081785 0.0 0.0 0.0 0.116
H 2.182003 -6.326095 2.265480 0.0 0.0 0.0 0.112
H 3.024464 -4.990698 0.349179 0.0 0.0 0.0 0.108
H 1.552656 -3.349345 -0.728521 0.0 0.0 -0.1 0.056
H -0.038176 -4.596452 -2.174829 0.1 0.0 0.1 0.093
H -1.036263 -5.947676 -3.954488 0.0 0.0 0.0 0.111
H -3.382431 -5.567982 -4.645926 0.0 0.0 0.0 0.113
H -4.711380 -3.780910 -3.567538 0.0 0.0 0.0 0.115
H -3.710869 -2.385724 -1.810627 0.0 0.0 0.0 0.108
C 0.614318 1.834912 -2.990110 0.2 0.0 -0.1 -0.356
C -0.217706 2.870306 -2.243225 0.0 0.1 -0.1 -0.372
P -0.055620 2.813955 -0.421585 0.2 -0.2 0.2 0.992
C -1.409101 3.871970 0.166420 -0.1 0.1 0.0 -0.376
C -1.852261 3.751446 1.482109 0.0 0.1 0.0 -0.133
C -2.824286 4.605383 1.980848 0.0 0.0 0.0 -0.058
C -3.375560 5.583010 1.163846 0.0 0.0 0.0 -0.059
C -2.950259 5.703596 -0.152355 0.0 0.0 0.0 -0.058
C -1.970212 4.854504 -0.648954 -0.1 0.0 0.0 -0.085
C 1.427274 3.847863 -0.079423 0.0 0.1 -0.1 -0.321
C 1.540495 5.087175 -0.711174 0.0 0.1 0.0 -0.076
C 2.616006 5.925579 -0.456864 0.0 0.0 0.0 -0.054
C 3.597845 5.545825 0.447651 0.0 0.0 0.0 -0.060
C 3.491015 4.325318 1.099594 -0.1 0.0 0.0 -0.065
C 2.415899 3.484983 0.834469 0.0 0.0 0.1 -0.123
P 0.325952 0.083199 -2.498200 -0.4 0.0 0.3 0.990
C -1.072037 -0.369353 -3.576086 -0.1 -0.2 -0.1 -0.365
C -0.958548 -1.336896 -4.578534 0.0 0.1 0.0 -0.089
C -1.997147 -1.550864 -5.474367 0.0 0.0 0.1 -0.062
C -3.167383 -0.811730 -5.375049 -0.1 -0.1 0.0 -0.064
C -3.311788 0.116748 -4.354813 0.0 0.0 0.1 -0.062
C -2.275905 0.330305 -3.455456 0.0 0.0 0.1 -0.105
C 1.762983 -0.746386 -3.239317 0.1 0.1 -0.1 -0.366
C 2.161051 -0.453565 -4.545057 0.1 -0.1 -0.1 -0.078
C 3.277937 -1.069476 -5.092060 0.0 0.0 0.0 -0.045
C 4.011328 -1.987365 -4.348328 0.0 0.0 0.0 -0.055
C 3.626433 -2.287684 -3.049672 -0.1 0.1 0.0 -0.063
C 2.512146 -1.658400 -2.505230 0.1 -0.1 0.0 -0.124
H 1.678187 2.035528 -2.856140 0.0 0.0 0.0 0.090
H 0.401368 1.892558 -4.057713 0.0 0.1 0.0 0.095
H -1.278279 2.760554 -2.470016 0.0 0.0 0.0 0.074
H 0.073880 3.864422 -2.578043 0.0 0.0 -0.1 0.078
H -1.447080 2.978764 2.117907 0.0 0.0 0.0 0.067
H -3.157556 4.499340 3.005778 0.0 0.0 0.0 0.112
H -4.139750 6.246486 1.548754 0.0 0.0 0.0 0.114
H -3.381194 6.459332 -0.796315 0.0 0.0 0.0 0.113
H -1.662019 4.969784 -1.681208 0.0 0.0 0.0 0.099
H 0.772722 5.428045 -1.395727 0.0 0.0 0.0 0.099
H 2.680282 6.881915 -0.960156 0.0 0.0 0.0 0.116
H 4.432994 6.204362 0.651329 0.0 0.0 0.0 0.114
H 4.238056 4.032405 1.827204 0.0 0.0 0.0 0.110
H 2.339085 2.551777 1.377034 0.0 0.0 0.0 0.078
H -0.051121 -1.913532 -4.688995 0.0 0.0 0.0 0.102
H -1.887008 -2.297251 -6.251483 0.0 0.0 0.0 0.116
H -3.973132 -0.971755 -6.081875 0.1 0.0 0.0 0.115
H -4.229837 0.683562 -4.258240 0.0 0.0 0.0 0.114
H -2.419060 1.052633 -2.660569 0.0 -0.1 0.0 0.070
H 1.587722 0.237286 -5.152327 0.0 0.0 0.0 0.116
H 3.571288 -0.839366 -6.108507 0.0 0.0 0.0 0.118
H 4.877696 -2.468990 -4.784272 0.0 0.0 0.0 0.116
H 4.181521 -3.015633 -2.469549 0.0 0.0 0.0 0.110
H 2.215820 -1.900415 -1.494670 0.0 0.1 0.1 0.052
O -0.028464 0.679046 6.253378 0.0 0.2 0.1 0.097
C 0.141555 1.937550 5.788249 0.0 -0.3 0.2 -0.233
C 0.038063 3.033768 6.639803 0.0 0.1 0.0 0.003
C 0.194503 4.317256 6.157582 0.0 0.1 0.0 -0.034
C 0.455788 4.546854 4.806710 0.0 -0.1 0.1 -0.049
C 0.549610 3.466930 3.963294 0.0 0.0 -0.1 -0.011
C 0.399309 2.147553 4.426928 0.1 0.2 -0.2 -0.045
C 0.527328 1.078472 3.444249 -0.2 0.0 -0.2 -0.346
O 0.729007 -0.120138 3.907368 -0.1 -0.1 0.1 0.148
O 0.460017 1.333986 2.211609 0.4 0.1 0.5 -0.164
H -0.220597 0.723083 7.199400 0.0 -0.1 -0.1 0.127
H -0.170143 2.866841 7.691179 0.0 0.0 0.0 0.128
H 0.112558 5.152067 6.843092 0.0 0.0 0.0 0.122
H 0.581108 5.552360 4.429643 0.0 0.0 0.0 0.117
H 0.757390 3.625362 2.915491 0.0 0.0 0.0 0.097
```
Forces are in eV/Å.

As for the HOMO energy: -0.4602 Ha. Its strongest force on any atom is 1.88 eV/A. As for the lowest unoccupied orbital energy: -0.225 hartree. For the electronic energy, the calculation gives -6183.9328 a.u. Its net charge is +2. As for the frontier orbital gap: 6.40 eV. As for the multiplicity: 1. The energy above the lowest of the compared OMol25 structures with the same formula, charge and spin is 0.0 kJ/mol.

=====

The following is a DFT calculation (ωB97M-V/def2-TZVPD) of a cluster of 9 separate species, C58H49BO18P in total.

```
127
Properties=species:S:1:pos:R:3:forces:R:3:lowdin_charge:R:1
C 0.996980 2.062608 3.365454 0.3 0.0 0.4 -0.103
C 0.190742 2.318412 1.960692 1.5 0.7 1.6 -0.211
O -1.137041 1.664076 2.090019 1.3 -3.2 -3.5 -0.137
B -1.148211 0.438902 1.221006 -2.9 3.4 -1.2 -0.514
O -2.084324 0.260564 0.065702 1.2 1.2 4.5 0.035
P 0.035348 -1.075399 1.552123 -0.2 -1.2 -0.6 1.119
C -0.127670 -2.330571 0.121972 -0.2 -1.9 -1.0 -0.330
C 1.286668 -2.796367 -0.563815 0.9 0.4 -0.1 -0.224
C 2.340654 -1.581687 -0.882825 3.1 2.5 -0.7 -0.170
C 1.936684 -0.046706 -1.344393 4.1 -1.4 0.6 -0.036
C 3.158090 1.049447 -1.667090 1.2 -3.8 1.3 -0.037
C 4.743789 0.605601 -1.517236 -2.6 -2.7 0.9 -0.037
C 5.181192 -0.912491 -1.047659 -5.2 1.2 -0.5 -0.044
C 3.960891 -1.978648 -0.760128 -0.4 3.1 -0.8 -0.028
H 0.332490 1.596635 4.230019 1.1 1.0 -2.1 0.099
H 1.858281 1.287183 3.150156 -1.4 1.8 0.7 0.072
H 1.403057 3.091555 3.810811 -0.6 -2.4 -1.1 0.108
H 0.843851 1.872066 1.079013 -1.5 1.1 1.5 0.118
H 0.063152 3.498708 1.860469 -0.1 -2.8 -0.2 0.159
H -2.900201 0.842060 0.237496 1.7 -0.9 -0.6 0.149
H -0.512842 -1.707235 2.760305 0.7 0.6 -1.1 0.059
H 1.379013 -0.641910 1.837897 -0.8 -0.4 -0.2 0.037
H -0.880405 -1.993549 -0.731345 1.6 -0.2 2.1 0.126
H -0.606899 -3.317040 0.593469 1.0 2.2 -0.9 0.118
H 1.838686 -3.567107 0.138001 -1.1 1.6 -1.4 0.123
H 1.053046 -3.356080 -1.564526 0.2 1.1 1.9 0.111
H 0.804397 0.240386 -1.436567 2.4 -0.5 0.0 0.083
H 2.913147 2.151867 -1.993698 0.5 -2.5 0.7 0.091
H 5.611058 1.366811 -1.723490 -2.0 -1.4 0.4 0.066
H 6.304584 -1.222359 -0.922551 -2.5 0.7 -0.3 0.092
H 4.256006 -3.093910 -0.453680 -0.8 2.7 -0.7 0.092
C 9.125208 3.290970 -3.564505 0.3 0.0 -0.2 0.023
C 10.431197 3.014720 -3.630854 -0.4 0.2 -0.2 0.028
C 11.136185 2.370902 -2.504931 1.0 -0.2 -0.1 -0.377
O 12.331936 2.119507 -2.564020 -0.9 0.2 0.1 0.113
C 10.342177 2.042903 -1.304193 -0.4 0.0 0.3 0.026
C 9.036187 2.319152 -1.237846 0.4 -0.2 0.2 0.015
C 8.331199 2.962971 -2.363768 -0.5 0.2 0.0 -0.384
O 7.135448 3.214365 -2.304680 0.4 -0.2 0.0 0.070
H 8.593023 3.763557 -4.381017 0.0 0.0 0.0 0.123
H 11.027300 3.248412 -4.504849 0.0 0.0 0.0 0.122
H 10.874362 1.570315 -0.487683 0.0 0.0 0.0 0.125
H 8.440086 2.085460 -0.363850 0.0 0.0 0.0 0.119
C -5.025701 3.732608 5.291375 0.2 -0.2 0.4 0.003
C -4.170799 4.341674 6.118726 -0.1 -0.3 -0.1 -0.018
C -2.712792 4.278067 5.896508 0.3 0.5 0.5 -0.376
O -1.929490 4.833562 6.654383 -0.4 -0.5 -0.5 0.111
C -2.236476 3.517135 4.724370 -0.1 -0.3 -0.5 0.034
C -3.091376 2.908068 3.897020 0.3 0.1 0.1 0.028
C -4.549383 2.971676 4.119238 -0.5 -0.1 0.3 -0.403
O -5.332686 2.416181 3.361363 0.4 0.1 0.1 0.074
H -6.097963 3.768753 5.440356 0.0 0.0 0.0 0.127
H -4.504510 4.904284 6.982395 0.1 -0.1 -0.3 0.108
H -1.164213 3.480990 4.575390 0.0 0.0 0.0 0.099
H -2.757665 2.345458 3.033351 -0.2 0.2 0.2 0.088
C 10.618038 0.608808 -7.424766 0.1 -0.4 -0.1 0.025
C 10.375906 -0.694987 -7.591559 0.3 0.4 0.0 0.026
C 9.000456 -1.229691 -7.553641 -0.1 -1.0 -0.1 -0.383
O 8.778081 -2.423168 -7.704216 0.1 0.8 0.1 0.102
C 7.903461 -0.268132 -7.326020 -0.2 0.5 0.1 0.021
C 8.145592 1.035662 -7.159226 -0.3 -0.4 0.0 0.020
C 9.521043 1.570366 -7.197145 0.2 0.8 0.1 -0.385
O 9.743418 2.763843 -7.046569 -0.2 -0.7 0.0 0.086
H 11.620923 1.017321 -7.448996 0.0 0.0 0.0 0.125
H 11.169635 -1.412888 -7.760172 -0.1 0.0 0.0 0.126
H 6.900576 -0.676646 -7.301789 0.0 0.0 0.0 0.122
H 7.351864 1.753563 -6.990612 0.0 0.0 0.0 0.122
C 3.424906 -5.202191 -4.364508 0.3 0.0 -0.2 0.032
C 4.730896 -5.478440 -4.430857 -0.4 0.2 -0.2 0.035
C 5.435883 -6.122259 -3.304934 1.1 -0.2 -0.2 -0.375
O 6.631635 -6.373655 -3.364022 -1.0 0.2 0.1 0.120
C 4.641875 -6.450258 -2.104196 -0.4 0.0 0.3 0.029
C 3.335885 -6.174009 -2.037849 0.3 -0.1 0.2 0.017
C 2.630898 -5.530190 -3.163771 -0.3 0.1 -0.1 -0.363
O 1.435147 -5.278795 -3.104683 0.9 0.0 0.0 0.052
H 2.892722 -4.729603 -5.181019 0.0 0.0 0.0 0.127
H 5.326998 -5.244748 -5.304851 0.0 0.0 0.0 0.129
H 5.174059 -6.922846 -1.287685 0.0 0.0 0.0 0.127
H 2.739784 -6.407701 -1.163853 0.0 0.0 0.0 0.119
C -3.852426 -5.020313 -1.959666 -0.3 -0.1 0.3 0.026
C -3.940201 -5.983694 -1.037430 -0.1 0.3 -0.2 0.025
C -2.760208 -6.780133 -0.646901 -0.1 -0.7 0.6 -0.391
O -2.840061 -7.663431 0.195666 0.1 0.6 -0.5 0.098
C -1.479872 -6.469812 -1.313416 0.2 0.3 -0.2 0.022
C -1.392095 -5.506430 -2.235651 0.2 -0.2 0.1 0.011
C -2.572089 -4.709993 -2.626182 -0.1 0.5 -0.6 -0.376
O -2.492236 -3.826694 -3.468748 0.1 -0.5 0.6 0.107
H -4.708315 -4.427353 -2.258165 0.1 0.0 -0.1 0.083
H -4.871929 -6.222878 -0.538939 0.0 0.0 0.0 0.122
H -0.623981 -7.062771 -1.014918 0.0 0.0 0.0 0.119
H -0.460368 -5.267248 -2.734143 -0.3 -0.1 0.1 0.073
C -7.616916 3.292425 9.412794 -0.2 -0.2 0.3 0.029
C -7.704692 2.329043 10.335029 -0.2 0.4 -0.3 0.028
C -6.524698 1.532605 10.725559 -0.1 -0.8 0.8 -0.379
O -6.604552 0.649307 11.568126 0.1 0.7 -0.7 0.110
C -5.244362 1.842926 10.059043 0.3 0.3 -0.3 0.030
C -5.156586 2.806308 9.136809 0.2 -0.3 0.2 0.030
C -6.336580 3.602745 8.746278 -0.1 0.5 -0.4 -0.357
O -6.256727 4.486043 7.903712 -0.5 -0.5 0.8 0.068
H -8.472805 3.885384 9.114296 0.0 0.0 0.0 0.125
H -8.636419 2.089861 10.833521 0.1 0.0 0.0 0.126
H -4.388472 1.249966 10.357542 0.0 0.0 0.0 0.125
H -4.224859 3.045490 8.638317 0.0 0.0 0.0 0.114
C -4.532960 8.008231 2.646506 -0.1 0.3 -0.3 0.028
C -4.985406 8.348213 1.435708 0.2 0.1 0.4 0.027
C -5.692277 7.374246 0.580762 -0.4 0.3 -0.9 -0.381
O -6.104972 7.683997 -0.528404 0.3 -0.3 0.8 0.108
C -5.881110 6.011289 1.116012 0.1 -0.3 0.3 0.034
C -5.428663 5.671308 2.326809 -0.2 -0.1 -0.4 0.037
C -4.721793 6.645274 3.181757 0.2 0.0 0.6 -0.349
O -4.309097 6.335522 4.290922 -0.1 0.5 -0.9 0.107
H -4.011859 8.710198 3.285995 0.0 0.0 0.0 0.125
H -4.855427 9.344049 1.029219 0.0 0.0 0.0 0.126
H -6.402210 5.309322 0.476522 0.0 0.0 0.0 0.126
H -5.558642 4.675471 2.733298 -0.1 0.1 -0.1 0.093
C -9.498845 -4.548373 -4.116856 0.4 0.0 -0.3 0.029
C -8.201981 -4.349684 -4.371793 -0.4 -0.1 -0.1 0.027
C -7.291689 -3.814542 -3.340190 0.6 0.1 -0.2 -0.374
O -6.104966 -3.630493 -3.573267 -0.7 -0.1 0.1 0.075
C -7.869369 -3.509184 -2.016239 -0.4 0.0 0.3 0.019
C -9.166232 -3.707873 -1.761303 0.5 0.2 0.2 0.027
C -10.076525 -4.243014 -2.792906 -1.1 -0.2 0.1 -0.378
O -11.263247 -4.427064 -2.559828 0.9 0.2 -0.2 0.113
H -10.180314 -4.939479 -4.862434 0.0 0.0 0.0 0.127
H -7.762945 -4.569403 -5.337603 0.0 0.0 0.0 0.125
H -7.187900 -3.118079 -1.270661 0.0 0.0 0.0 0.119
H -9.605269 -3.488154 -0.795493 0.0 0.0 0.0 0.125
```
Forces are in eV/Å.

As for the HOMO energy: -0.4148 Ha. Its strongest force on any atom is 5.31 eV/A. As for the lowest unoccupied orbital energy: -0.149 hartree. For the electronic energy, the calculation gives -3959.2180 a.u. Its net charge is +1. As for the frontier orbital gap: 7.24 eV. As for the multiplicity: 1.